Record 1
C34H50F6N3O7 | the ωB97M-V functional and the def2-TZVPD basis

Each line ends with the Mulliken charge.
CARTESIAN COORDINATES (ANGSTROEM)
C (3.610, -2.612, -0.140)  -0.946
C (2.832, -2.809, -1.474)  -0.224
C (2.094, -1.530, -1.974)  -1.115
C (0.709, -1.403, -1.354)  0.487
N (-0.230, -2.104, -1.941)  -1.377
N (-1.436, -2.028, -1.433)  1.003
C (-2.422, -2.890, -2.136)  -1.676
C (-3.119, -2.142, -3.263)  1.047
C (-4.454, -2.322, -3.551)  -0.498
C (-5.058, -1.668, -4.600)  -0.668
C (-4.352, -0.809, -5.417)  -0.504
C (-3.011, -0.611, -5.117)  -0.862
C (-2.413, -1.265, -4.073)  0.018
C (-1.885, -1.311, -0.419)  -0.302
C (-3.321, -1.253, 0.065)  0.711
C (-3.861, 0.215, 0.008)  -1.413
C (-4.375, 0.771, 1.364)  0.451
C (-5.221, -0.214, 2.197)  -1.168
C (-4.483, -0.904, 3.374)  -0.642
C (-3.665, 0.039, 4.276)  0.009
C (-4.504, 1.051, 5.084)  -0.635
O (-3.620, 1.978, 5.714)  -0.407
C (-3.256, 3.029, 4.847)  -0.425
C (-0.911, -0.519, 0.273)  0.235
N (-1.272, 0.260, 1.377)  0.125
C (0.395, -0.605, -0.212)  0.396
C (1.483, 0.185, 0.508)  -1.269
C (1.791, -0.542, 1.850)  -0.765
O (2.887, 0.039, 2.548)  -0.392
C (2.692, 1.357, 2.920)  0.709
C (1.403, 1.843, 3.576)  -0.665
O (3.610, 2.130, 2.753)  -0.542
H (4.670, -2.873, -0.217)  0.274
H (3.177, -3.239, 0.649)  0.238
H (3.567, -1.562, 0.166)  0.251
H (3.584, -3.031, -2.239)  0.356
H (2.115, -3.629, -1.361)  0.377
H (2.678, -0.617, -1.838)  0.485
H (1.955, -1.668, -3.054)  0.447
H (-1.871, -3.708, -2.616)  0.467
H (-3.121, -3.362, -1.447)  0.625
H (-5.070, -3.005, -2.966)  0.390
H (-6.105, -1.827, -4.850)  0.374
H (-4.840, -0.326, -6.257)  0.423
H (-2.469, 0.077, -5.763)  0.396
H (-1.350, -1.071, -3.936)  0.421
H (-4.013, -1.877, -0.500)  0.436
H (-3.315, -1.649, 1.090)  -0.310
H (-4.686, 0.257, -0.714)  0.585
H (-3.068, 0.864, -0.372)  0.451
H (-3.558, 1.222, 1.931)  -0.168
H (-5.035, 1.615, 1.117)  0.437
H (-6.067, 0.334, 2.633)  0.540
H (-5.682, -1.004, 1.582)  0.250
H (-3.834, -1.741, 3.083)  0.410
H (-5.265, -1.345, 4.014)  0.447
H (-3.159, -0.598, 5.017)  0.391
H (-2.855, 0.563, 3.754)  -0.366
H (-4.968, 0.510, 5.918)  0.312
H (-5.246, 1.580, 4.468)  0.381
H (-4.139, 3.449, 4.339)  0.282
H (-2.536, 2.706, 4.070)  -0.010
H (-2.761, 3.822, 5.417)  0.327
H (-1.713, 1.106, 1.008)  -0.103
H (-0.457, 0.605, 1.870)  -0.067
H (1.015, 1.140, 0.792)  0.601
H (2.372, 0.339, -0.100)  0.611
H (0.919, -0.511, 2.528)  0.542
H (1.975, -1.606, 1.687)  0.264
H (0.986, 1.162, 4.327)  0.356
H (1.628, 2.788, 4.076)  0.403
H (0.634, 2.087, 2.827)  0.001
C (0.427, 5.234, -2.887)  -1.021
C (-0.292, 6.104, -1.879)  -0.212
O (-1.573, 5.535, -1.529)  -0.321
C (-1.562, 4.600, -0.598)  0.325
O (-0.595, 4.183, -0.026)  -0.506
C (-2.994, 4.134, -0.306)  0.938
F (-3.705, 3.942, -1.419)  -0.276
F (-3.656, 5.025, 0.435)  -0.270
F (-2.991, 2.974, 0.371)  -0.413
H (-0.202, 5.062, -3.761)  0.311
H (1.354, 5.708, -3.206)  0.377
H (0.665, 4.258, -2.463)  0.232
H (-0.503, 7.080, -2.311)  0.328
H (0.310, 6.268, -0.986)  0.306
C (9.502, -2.996, 0.918)  -1.099
C (9.376, -1.901, -0.119)  -0.199
O (9.402, -2.450, -1.451)  -0.326
C (8.254, -2.916, -1.916)  0.384
O (7.210, -2.919, -1.328)  -0.539
C (8.435, -3.418, -3.354)  0.897
F (9.553, -4.137, -3.494)  -0.241
F (8.508, -2.389, -4.210)  -0.260
F (7.414, -4.186, -3.735)  -0.241
H (10.395, -3.594, 0.735)  0.317
H (9.563, -2.568, 1.919)  0.374
H (8.648, -3.672, 0.881)  0.296
H (10.226, -1.225, -0.053)  0.312
H (8.476, -1.306, 0.032)  0.305

**2S+1**: 1
**Net charge**: +1
**E_LUMO**: -3.5339 eV



Record 2
C34H50N8OSSiSn | the ωB97M-V functional and the def2-TZVPD basis

Each line ends with the Mulliken charge.
CARTESIAN COORDINATES (ANGSTROEM)
Sn (0.231, -0.203, 0.309)  1.666
N (4.646, 1.331, -0.697)  -0.378
C (3.314, 1.158, -0.507)  0.391
S (2.772, -0.488, -0.393)  -0.557
N (2.614, 2.255, -0.411)  -1.123
N (1.287, 2.077, -0.139)  1.152
C (0.553, 3.126, -0.278)  0.187
C (1.077, 4.426, -0.779)  -0.467
C (1.568, 4.542, -2.074)  0.030
C (2.037, 5.763, -2.531)  -0.863
C (2.029, 6.871, -1.694)  -0.422
C (1.540, 6.759, -0.401)  -0.978
C (1.055, 5.541, 0.051)  0.282
C (-0.876, 3.048, 0.106)  -0.218
C (-1.785, 3.998, -0.348)  -0.780
C (-3.102, 3.916, 0.073)  -0.882
C (-3.462, 2.904, 0.947)  -0.689
C (-2.492, 1.994, 1.338)  -0.807
N (-1.229, 2.053, 0.927)  0.327
H (5.191, 0.541, -0.996)  0.239
H (4.957, 2.254, -0.955)  0.257
H (1.591, 3.672, -2.718)  0.475
H (2.414, 5.850, -3.541)  0.421
H (2.400, 7.822, -2.052)  0.424
H (1.526, 7.622, 0.251)  0.420
H (0.647, 5.458, 1.052)  0.499
H (-1.461, 4.781, -1.017)  0.578
H (-3.830, 4.640, -0.267)  0.454
H (-4.471, 2.815, 1.324)  0.494
H (-2.733, 1.197, 2.026)  0.653
C (-5.343, -0.317, -3.134)  -0.639
C (-3.847, -0.399, -3.358)  -0.710
N (-3.185, -0.145, -2.091)  0.026
C (-3.609, -0.709, -0.908)  -0.730
N (-2.751, -0.779, 0.054)  0.875
C (-3.193, -1.313, 1.330)  -0.268
C (-4.681, -1.117, 1.566)  -0.844
C (-5.418, -1.700, 0.376)  -0.716
N (-4.922, -1.093, -0.848)  0.238
C (-5.725, -1.301, -2.046)  -0.627
H (-5.884, -0.550, -4.051)  0.373
H (-5.609, 0.696, -2.826)  0.286
H (-3.513, 0.351, -4.074)  0.407
H (-3.585, -1.386, -3.761)  0.321
H (-2.187, -0.009, -2.109)  0.151
H (-2.608, -0.847, 2.131)  0.374
H (-2.966, -2.380, 1.394)  -0.067
H (-4.915, -0.052, 1.646)  0.156
H (-5.004, -1.604, 2.486)  0.429
H (-6.490, -1.498, 0.436)  0.524
H (-5.291, -2.791, 0.349)  0.237
H (-6.772, -1.181, -1.765)  0.359
H (-5.603, -2.330, -2.410)  0.276
O (0.818, 0.167, 2.384)  -0.757
N (1.815, 1.006, 2.662)  0.446
C (3.067, 0.531, 2.746)  0.067
C (4.108, 1.390, 3.023)  -0.928
C (3.849, 2.736, 3.219)  -0.278
C (2.539, 3.190, 3.156)  -0.856
C (1.529, 2.301, 2.874)  -0.173
H (3.166, -0.529, 2.578)  0.305
H (5.110, 0.992, 3.076)  0.459
H (4.656, 3.423, 3.432)  0.425
H (2.294, 4.229, 3.316)  0.451
H (0.482, 2.547, 2.793)  0.651
C (2.320, -3.585, 0.080)  -1.538
Si (0.536, -3.296, 0.596)  -0.087
C (-0.545, -4.059, -0.794)  2.684
C (-0.364, -3.172, -2.036)  -1.776
C (-2.041, -4.159, -0.501)  -2.522
C (-0.031, -5.470, -1.123)  -1.833
C (0.367, -3.894, 2.405)  2.269
C (-1.001, -3.641, 3.038)  -1.726
C (1.419, -3.160, 3.251)  -1.769
C (0.664, -5.401, 2.457)  -1.925
H (2.505, -4.661, 0.042)  0.454
H (3.027, -3.150, 0.784)  0.282
H (2.543, -3.179, -0.904)  0.393
H (-0.751, -2.164, -1.863)  0.139
H (-0.923, -3.599, -2.875)  0.479
H (0.679, -3.091, -2.345)  0.339
H (-2.482, -3.173, -0.379)  0.619
H (-2.256, -4.760, 0.384)  0.333
H (-2.539, -4.644, -1.347)  0.586
H (1.025, -5.484, -1.392)  0.360
H (-0.588, -5.855, -1.983)  0.519
H (-0.183, -6.169, -0.301)  0.338
H (-1.209, -2.574, 3.124)  0.150
H (-1.014, -4.058, 4.049)  0.569
H (-1.815, -4.108, 2.483)  0.372
H (1.293, -2.077, 3.211)  0.132
H (2.436, -3.404, 2.940)  0.373
H (1.319, -3.471, 4.296)  0.525
H (-0.118, -5.990, 1.976)  0.374
H (0.712, -5.718, 3.504)  0.512
H (1.618, -5.658, 1.995)  0.348

**2S+1**: 2
**ΔE to the lowest compared entry with this formula, charge and spin**: 29.9 kJ/mol
**Net charge**: +1
**E_LUMO (alpha / beta)**: -2.5506 / -3.4438 eV



Record 3
C34H50N8PPd | the ωB97M-V functional and the def2-TZVPD basis

Each line ends with the Mulliken charge.
CARTESIAN COORDINATES (ANGSTROEM)
Pd (0.234, 1.205, 0.564)  -0.011
C (-1.160, 5.729, -1.505)  -1.282
C (0.347, 5.878, -1.295)  -0.569
C (1.135, 4.848, -2.030)  0.388
C (0.738, 3.511, -2.150)  0.672
C (1.525, 2.565, -2.856)  -0.601
C (2.661, 3.064, -3.473)  -0.491
C (3.016, 4.402, -3.271)  -0.393
N (2.258, 5.268, -2.595)  -0.570
N (-1.788, 4.592, -0.795)  1.018
C (-1.940, 4.682, 0.704)  -1.878
C (-0.849, 3.862, 1.413)  1.155
C (-0.996, 3.694, 2.762)  -1.041
C (-0.079, 3.004, 3.565)  -0.785
C (1.033, 2.508, 2.947)  -0.325
C (1.209, 2.777, 1.555)  -0.790
N (0.281, 3.452, 0.752)  0.126
C (-2.946, 4.086, -1.515)  -0.559
C (-3.464, 2.831, -0.873)  0.049
C (-2.674, 1.668, -0.777)  -0.358
C (-3.244, 0.600, -0.098)  -0.287
C (-4.585, 0.651, 0.279)  -0.727
C (-5.274, 1.821, 0.044)  -0.509
N (-4.731, 2.891, -0.532)  -0.607
H (-1.325, 5.563, -2.575)  0.499
H (-1.674, 6.611, -1.145)  0.457
H (0.527, 5.801, -0.228)  0.216
H (0.625, 6.852, -1.712)  0.376
H (-0.159, 3.144, -1.711)  -0.118
H (1.093, 1.581, -3.000)  0.421
H (3.303, 2.476, -4.088)  0.399
H (3.918, 4.885, -3.757)  0.310
H (-2.933, 4.348, 1.011)  0.437
H (-1.803, 5.743, 0.961)  0.420
H (-1.857, 4.080, 3.252)  0.442
H (-0.174, 2.891, 4.611)  0.453
H (1.861, 2.062, 3.533)  0.391
H (2.236, 2.778, 1.213)  0.525
H (-2.611, 3.839, -2.537)  0.410
H (-3.729, 4.866, -1.523)  0.286
H (-1.669, 1.605, -1.192)  0.383
H (-2.609, -0.221, 0.149)  0.695
H (-5.015, -0.068, 0.962)  0.383
H (-6.297, 1.927, 0.226)  0.453
N (0.293, -0.935, 0.383)  0.211
P (0.602, -2.377, 0.284)  -1.452
N (2.040, -2.855, 0.935)  0.452
C (2.267, -3.641, 2.101)  -0.633
C (2.800, -2.782, 3.270)  -0.845
C (2.467, -1.300, 3.058)  -0.321
C (3.223, -0.811, 1.755)  -0.348
C (3.142, -1.945, 0.703)  -1.186
N (0.728, -2.984, -1.276)  1.313
C (0.165, -2.259, -2.347)  -0.700
C (1.177, -1.752, -3.369)  -0.379
C (2.171, -2.854, -3.811)  -0.899
C (2.694, -3.678, -2.617)  -0.576
C (1.483, -4.132, -1.720)  -1.008
N (-0.507, -3.517, 1.014)  0.329
C (-0.939, -3.150, 2.336)  0.146
C (-1.849, -4.242, 2.924)  -1.294
C (-3.067, -4.500, 2.087)  -0.637
C (-2.554, -4.837, 0.621)  -1.204
C (-1.651, -3.737, 0.135)  0.326
H (2.989, -4.480, 1.841)  0.286
H (1.341, -4.140, 2.447)  0.247
H (3.902, -2.978, 3.222)  0.350
H (2.401, -3.152, 4.224)  0.362
H (2.741, -0.693, 3.914)  0.539
H (1.412, -1.186, 2.803)  -0.092
H (4.247, -0.587, 1.949)  0.648
H (2.701, 0.067, 1.382)  -0.340
H (4.038, -2.511, 0.809)  0.553
H (2.977, -1.501, -0.263)  0.159
H (-0.444, -1.427, -1.881)  -0.020
H (-0.525, -2.967, -2.839)  0.374
H (1.740, -1.006, -2.857)  0.123
H (0.680, -1.327, -4.248)  0.463
H (3.107, -2.450, -4.338)  0.349
H (1.738, -3.570, -4.572)  0.285
H (3.379, -3.110, -2.012)  0.207
H (3.218, -4.625, -2.893)  0.420
H (1.837, -4.558, -0.745)  0.263
H (0.819, -4.883, -2.150)  0.502
H (-1.591, -2.229, 2.307)  0.105
H (-0.145, -2.973, 3.070)  0.253
H (-2.106, -3.992, 3.925)  0.472
H (-1.244, -5.162, 2.945)  0.305
H (-3.759, -3.651, 1.969)  0.274
H (-3.618, -5.372, 2.548)  0.353
H (-3.395, -4.998, -0.052)  0.376
H (-1.958, -5.720, 0.663)  0.446
H (-2.301, -2.879, -0.041)  -0.116
H (-1.286, -4.002, -0.863)  0.096

**2S+1**: 1
**ΔE to the lowest compared entry with this formula, charge and spin**: 0.0 kJ/mol
**Net charge**: -1
**E_LUMO**: 2.8744 eV